# 1
{
  "formula": "C19H23ClMnN7O2S2",
  "method": "ωB97M-V/def2-TZVPD",
  "gap_ev": [5.66, 3.50],
  "s2": 3.81,
  "total_charge": 3,
  "fmax_ev_per_a": 1.245,
  "e_homo_ev": [-16.186, -16.186],
  "spin_multiplicity": 4,
  "de_lowest_kj_mol": 0.0,
  "elements": ["Mn", "N", "N", "C", "N", "N", "N", "O", "O", "H", "H", "H", "H", "H", "S", "C", "N", "C", "C", "N", "C", "C", "C", "C", "C", "C", "C", "C", "S", "C", "C", "C", "C", "C", "C", "C", "H", "H", "H", "H", "H", "H", "H", "H", "H", "H", "H", "H", "H", "H", "H", "H", "H", "H", "Cl"],
  "coordinates": [[2.0745, 2.1475, -0.8484], [4.0245, 2.3864, -1.5298], [4.4107, 3.7316, -1.4440], [3.4740, 4.6725, -1.1858], [3.8680, 5.9241, -1.1572], [2.2330, 4.1656, -0.9805], [1.2053, 5.0761, -0.6331], [1.4390, 6.2575, -0.6032], [0.1840, 4.5568, -0.2618], [4.6089, 1.8309, -0.9031], [4.1623, 2.0525, -2.4861], [5.3696, 3.9744, -1.6476], [4.8322, 6.1693, -1.3256], [3.1920, 6.6515, -0.9658], [-0.1882, 1.9306, -0.6130], [-0.4978, 0.3051, -0.9066], [-1.7253, -0.1787, -0.9891], [-1.9458, -1.6087, -1.2860], [-0.9025, -2.4269, -0.5825], [0.4321, -1.9362, -0.9672], [1.4973, -2.9928, -1.0038], [1.5342, -3.6970, 0.3241], [1.1625, -5.0325, 0.4154], [1.1938, -5.6769, 1.6461], [1.5875, -4.9833, 2.7793], [1.9599, -3.6456, 2.6904], [1.9372, -3.0029, 1.4640], [0.6560, -0.6662, -1.1133], [2.1776, -0.0296, -1.5286], [-2.9107, 0.6859, -1.0765], [-3.8097, 0.6427, 0.1211], [-5.2008, 0.5031, -0.0536], [-6.0217, 0.5581, 1.0367], [-5.4589, 0.7628, 2.3467], [-4.0631, 0.9002, 2.5301], [-3.2519, 0.8407, 1.4401], [-1.9139, -1.7478, -2.3701], [-2.9399, -1.8821, -0.9351], [-0.9687, -3.4716, -0.8804], [-0.9869, -2.3880, 0.5053], [2.4353, -2.5103, -1.2610], [1.2215, -3.6688, -1.8140], [0.8758, -5.5814, -0.4745], [0.9218, -6.7213, 1.7144], [1.6212, -5.4885, 3.7351], [2.2867, -3.1157, 3.5748], [2.2592, -1.9682, 1.3911], [-3.4522, 0.4122, -1.9834], [-2.5723, 1.7214, -1.1965], [-5.6104, 0.3611, -1.0455], [-7.0943, 0.4532, 0.9397], [-6.1257, 0.8160, 3.1989], [-3.6669, 1.0661, 3.5222], [-2.1805, 0.9681, 1.5386], [2.6507, 1.8972, 1.1387]],
  "atomic_forces_ev_per_a": [[0.221, 0.247, -0.528], [-0.057, -0.006, 0.024], [-0.009, 0.014, -0.012], [0.257, -0.046, -0.057], [-0.004, -0.051, -0.023], [-0.224, -0.052, -0.254], [0.350, -0.153, 1.185], [-0.295, 0.156, -0.392], [-0.160, -0.056, -0.417], [-0.001, 0.006, -0.015], [0.033, -0.005, 0.022], [-0.012, -0.001, -0.003], [0.007, 0.003, 0.007], [0.058, -0.007, -0.017], [-0.218, 0.115, 0.050], [0.180, -0.344, -0.067], [-0.054, 0.036, 0.000], [-0.042, 0.114, 0.002], [0.098, -0.011, -0.047], [0.129, -0.199, 0.084], [-0.112, 0.138, -0.033], [0.014, -0.022, -0.043], [0.010, -0.007, 0.042], [0.000, 0.000, -0.046], [0.012, 0.016, 0.034], [0.000, -0.013, -0.017], [-0.006, -0.012, 0.016], [-0.303, 0.125, 0.047], [-0.012, 0.072, -0.036], [0.113, 0.016, -0.102], [0.055, 0.058, 0.275], [-0.003, 0.034, 0.000], [0.091, 0.036, 0.202], [-0.042, -0.030, -0.183], [-0.104, -0.003, -0.017], [-0.017, -0.087, -0.219], [-0.005, -0.028, 0.004], [0.021, -0.007, 0.023], [-0.016, 0.010, 0.001], [-0.043, 0.019, -0.002], [0.008, 0.001, 0.040], [0.020, -0.017, 0.002], [-0.009, -0.004, -0.004], [0.000, -0.001, 0.001], [-0.005, 0.002, 0.002], [0.005, 0.000, 0.002], [-0.004, 0.011, -0.007], [-0.018, -0.036, 0.021], [-0.050, 0.020, -0.039], [-0.007, -0.005, -0.002], [-0.007, -0.002, -0.016], [0.002, 0.001, 0.017], [0.014, -0.001, 0.003], [-0.003, -0.003, 0.018], [0.143, -0.043, 0.477]]
}

---

# 2
{
  "formula": "C4H5NO2",
  "method": "ωB97M-V/def2-TZVPD",
  "gap_ev": [8.74, 8.74],
  "total_charge": 0,
  "fmax_ev_per_a": 0.409,
  "e_homo_ev": [-9.737, -9.737],
  "de_lowest_kj_mol": 554.4,
  "elements": ["O", "C", "C", "N", "O", "C", "C", "H", "H", "H", "H", "H"],
  "coordinates": [[1.6642, 1.6656, 1.1005], [0.7285, 1.4783, 0.0643], [-0.0066, 0.1683, 0.1190], [0.7588, -0.9910, 0.1731], [0.1390, -2.0466, 0.0103], [-1.5930, -1.3730, -0.3735], [-1.3434, -0.0701, -0.0476], [2.2197, 0.8759, 1.1220], [-0.0235, 2.2660, 0.1346], [1.2093, 1.5841, -0.9253], [-2.2122, -2.1365, 0.0897], [-1.5408, -1.4211, -1.4671]],
  "atomic_forces_ev_per_a": [[0.187, -0.210, 0.118], [-0.288, 0.083, -0.137], [-0.036, 0.065, -0.011], [-0.250, -0.029, -0.208], [0.056, 0.302, -0.131], [0.023, 0.062, 0.019], [0.150, -0.246, -0.226], [0.029, 0.170, 0.074], [0.151, -0.016, 0.071], [-0.068, -0.097, 0.241], [0.047, 0.325, 0.167], [-0.001, -0.408, 0.023]]
}

---

# 3
{
  "formula": "C55H38N8SeW",
  "method": "ωB97M-V/def2-TZVPD",
  "gap_ev": [4.03, 3.79],
  "s2": 2.37,
  "total_charge": 2,
  "fmax_ev_per_a": 2.779,
  "e_homo_ev": [-11.549, -11.538],
  "spin_multiplicity": 3,
  "de_lowest_kj_mol": 516.2,
  "elements": ["W", "C", "C", "C", "C", "C", "C", "C", "C", "C", "C", "C", "N", "C", "C", "C", "C", "C", "C", "C", "C", "C", "C", "C", "C", "C", "N", "C", "C", "C", "C", "C", "C", "C", "C", "C", "C", "C", "C", "N", "C", "C", "N", "C", "C", "C", "C", "C", "C", "H", "H", "H", "H", "H", "H", "H", "H", "H", "H", "H", "H", "H", "H", "H", "H", "H", "H", "H", "H", "H", "H", "H", "H", "H", "H", "H", "H", "N", "C", "C", "C", "N", "C", "C", "H", "H", "H", "H", "H", "H", "Se", "N", "C", "C", "C", "C", "C", "C", "N", "H", "H", "H", "H"],
  "coordinates": [[1.3773, -17.3739, 12.3232], [-0.7154, -12.3782, 17.9689], [-1.4954, -12.8619, 16.9519], [-0.9889, -13.8482, 16.0984], [0.3607, -14.2021, 16.1334], [1.1735, -13.5315, 17.0281], [0.6695, -12.6351, 17.9785], [0.9883, -15.2137, 15.1703], [1.7912, -14.8070, 14.1053], [2.4667, -13.5828, 14.1219], [3.3842, -13.6288, 13.0939], [3.0724, -14.7800, 12.2649], [2.0632, -15.5046, 12.9208], [3.5901, -15.0707, 10.9727], [2.6078, -15.6366, 10.0803], [2.4363, -15.2390, 8.6754], [1.4852, -16.0110, 8.1048], [0.9722, -16.9969, 9.0937], [-0.5795, -17.1484, 9.1358], [-1.5053, -15.9676, 9.1707], [-1.2580, -14.8482, 8.3393], [-2.1643, -13.7878, 8.2607], [-3.3704, -13.7870, 8.9455], [-3.5528, -14.8059, 9.8326], [-2.6608, -15.8665, 9.9729], [-0.0351, -19.2747, 10.5127], [0.1309, -18.8558, 11.9576], [-0.3652, -19.8698, 12.7668], [0.0680, -20.0257, 14.0922], [0.1118, -21.3060, 14.7884], [-0.3028, -22.5374, 14.2073], [-0.8341, -23.5507, 14.9774], [-0.5736, -23.5875, 16.3520], [0.2255, -22.6032, 16.9153], [0.5641, -21.4846, 16.0989], [0.3665, -18.7919, 14.8465], [0.1126, -18.5460, 16.2121], [0.3400, -17.1988, 16.4827], [0.7028, -16.5853, 15.3049], [0.7471, -17.5407, 14.2633], [-1.1636, -20.7658, 11.9489], [-0.8010, -20.5531, 10.6372], [1.6328, -16.5389, 10.3960], [4.9740, -14.5981, 10.5811], [5.3899, -14.6922, 9.2427], [6.5489, -14.0387, 8.8509], [7.4311, -13.3591, 9.7445], [7.1333, -13.4982, 11.0978], [5.8959, -14.0336, 11.5089], [-1.1924, -11.7484, 18.7350], [-2.5307, -12.5429, 16.8738], [-1.6145, -14.3014, 15.3174], [2.2612, -13.6355, 16.9526], [1.3020, -12.2173, 18.7511], [2.2101, -12.7845, 14.8217], [4.0649, -12.8165, 12.8442], [3.0095, -14.4642, 8.2119], [1.1526, -15.9895, 7.0629], [-0.3773, -14.6918, 7.7370], [-2.0083, -12.9365, 7.5859], [-4.1068, -13.0353, 8.7297], [-4.4607, -14.7791, 10.4951], [-2.7808, -16.6154, 10.7519], [-0.2864, -22.6056, 13.1203], [-1.4745, -24.3092, 14.4565], [-1.0208, -24.4169, 16.9275], [0.5273, -22.6728, 17.9127], [1.1724, -20.6769, 16.4901], [-0.3183, -19.2959, 16.8454], [0.1344, -16.6349, 17.3882], [-1.9390, -21.3728, 12.4247], [-1.0884, -21.2156, 9.7859], [4.7771, -15.3179, 8.5456], [6.8023, -13.9192, 7.7851], [8.3100, -12.8705, 9.3769], [7.7903, -13.0789, 11.8703], [5.6300, -13.9666, 12.5604], [-1.1687, -20.0504, 6.6768], [-0.4273, -19.1916, 7.4686], [-1.1906, -18.2330, 8.2790], [-1.0905, -18.3550, 9.7626], [1.2438, -19.4227, 9.8560], [1.5203, -18.4922, 8.7198], [0.9290, -19.2255, 7.5983], [-2.0776, -19.7957, 6.3276], [-0.6501, -20.5997, 6.0360], [-2.2516, -18.0225, 8.0542], [-2.1420, -18.3759, 10.1271], [2.6040, -18.4623, 8.5678], [1.6161, -19.9661, 7.1392], [3.0367, -19.9280, 11.1907], [2.9867, -18.4469, 12.4202], [4.1473, -18.3066, 13.1345], [4.5543, -17.3557, 14.0781], [5.8662, -17.4022, 14.5297], [6.7544, -18.4976, 14.2697], [6.3818, -19.4717, 13.3693], [5.0753, -19.3896, 12.7582], [4.7894, -20.2717, 11.8209], [3.8534, -16.6112, 14.5038], [6.3313, -16.4891, 15.0012], [7.7792, -18.4502, 14.7260], [7.0073, -20.2621, 13.0004]],
  "atomic_forces_ev_per_a": [[0.890, 0.756, -0.124], [0.851, 0.868, 0.766], [-0.400, -1.101, -0.432], [-0.210, -0.224, -0.965], [0.753, -0.272, -0.199], [1.066, 0.893, 0.795], [-1.030, -0.728, -0.272], [-0.855, -0.258, -0.331], [-1.293, -0.271, -0.362], [1.059, 0.776, -0.817], [-0.613, 0.843, 0.225], [0.464, -0.098, -0.040], [0.361, 0.204, 0.429], [0.120, 0.619, 1.561], [-1.061, -0.464, -1.073], [-0.116, -0.768, 0.155], [0.440, 0.027, 0.341], [-0.463, -0.556, -0.320], [0.124, 1.597, -0.303], [0.164, 2.228, -0.170], [-0.636, 0.515, 0.295], [-0.140, 0.288, -0.723], [0.906, -0.207, -0.580], [-1.768, -0.736, 1.840], [1.127, -0.316, -0.179], [-1.145, -0.570, -1.754], [-0.261, -0.945, 0.076], [0.477, 1.043, -1.343], [0.757, 1.652, 1.574], [-0.037, -1.702, 0.189], [-0.906, 1.052, -0.925], [-0.039, -0.682, -0.598], [-0.798, -0.480, 0.007], [-0.243, 0.867, -2.629], [-0.100, 0.192, 1.321], [-0.200, 0.165, -1.518], [0.085, 0.672, 0.413], [-1.360, -1.351, 0.935], [0.194, 0.266, -1.501], [-0.318, -0.416, 0.314], [0.290, 0.192, -1.145], [-1.295, -1.570, 1.646], [0.082, -0.271, -0.198], [-0.477, 0.182, 0.292], [-0.218, -0.414, -0.183], [1.017, 1.096, -0.689], [-1.840, -1.846, 0.079], [-0.569, 0.482, 0.426], [-0.121, -0.136, -0.544], [0.489, -0.178, -0.435], [0.114, -0.211, -0.028], [0.086, 0.234, 0.457], [-0.363, -0.321, 0.287], [0.048, 0.065, -0.183], [0.548, -0.297, -0.334], [-0.323, -0.383, -0.068], [0.035, 0.204, -0.158], [0.218, -0.069, 0.469], [0.100, -0.476, 0.004], [0.368, -0.519, 0.193], [-0.159, 0.228, 0.308], [0.980, -0.202, -0.743], [-0.435, 0.157, -0.149], [-0.494, -0.122, 0.300], [1.050, 0.471, 0.720], [0.498, 0.631, -0.135], [0.554, 0.071, 1.305], [-0.059, -0.274, 0.424], [0.087, 0.074, 0.369], [0.138, -0.376, -0.074], [0.609, -0.256, -0.635], [0.165, 1.043, 0.639], [0.974, 0.959, 0.489], [-0.246, -0.549, 0.510], [0.246, 0.186, -0.056], [-0.251, -0.214, -0.393], [0.340, -0.287, -0.264], [-0.149, 0.254, 0.617], [1.260, 0.014, -1.190], [-0.252, -0.715, -0.105], [-0.411, -1.501, 2.154], [0.645, 1.659, 1.701], [-0.018, -0.248, 2.234], [-1.365, 0.103, -1.504], [0.055, 0.286, 0.163], [0.404, -0.483, -0.494], [0.864, -0.175, -0.545], [1.344, 0.135, 0.652], [0.001, 0.328, 0.358], [-0.876, 0.540, 0.114], [1.514, -0.751, -0.458], [0.346, -0.108, 0.015], [0.183, -1.926, -0.865], [-0.332, 0.544, 0.625], [0.682, 0.478, -0.076], [0.655, 0.162, -0.314], [-0.459, 1.311, 0.523], [1.400, 0.170, 0.133], [-2.317, 1.236, 0.766], [0.577, -0.298, -0.700], [-0.910, -1.247, -0.001], [-1.189, -0.228, -0.589], [0.318, -0.222, 0.204]]
}